(1)
Computed, not measured: a molecular structure, C36H35BrHfN11O7S, with ωB97M-V/def2-TZVPD.

gap between HOMO and LUMO	5.45	eV
highest occupied orbital energy	-15.12	eV
total charge	+3
LUMO energy	-9.671	eV
molar mass	1024.2	g mol⁻¹

Cartesian coordinates (Å):
Hf -0.06271 0.15159 -0.54260
Br -6.72743 1.54337 3.03732
C -5.40711 1.00891 1.82909
C -4.50690 1.94564 1.33212
C -3.51145 1.54454 0.46044
C -3.42728 0.21621 0.05957
C -4.32826 -0.71674 0.56297
C -5.31766 -0.32265 1.44654
N -2.38875 -0.19629 -0.83780
C -2.64586 -1.09486 -1.69983
C -1.58240 -1.64154 -2.54947
C -1.88591 -2.48847 -3.59226
C -0.85765 -2.97259 -4.39564
C 0.44460 -2.59323 -4.11403
C 0.67675 -1.74550 -3.04888
N -0.30865 -1.26291 -2.27002
H -4.59202 2.98252 1.62812
H -2.82348 2.27902 0.06073
H -4.23868 -1.76781 0.30911
H -6.01107 -1.04979 1.84862
H -3.65642 -1.46745 -1.84930
H -2.91804 -2.76223 -3.77532
H -1.07344 -3.63555 -5.22483
H 1.27551 -2.94687 -4.70954
H 1.68277 -1.43929 -2.80203
C -0.10035 -4.45344 0.68122
C 0.99310 -3.54663 0.13587
N 1.89812 -3.00890 1.16484
C 2.58242 -4.03333 1.99860
C 1.93775 -4.22829 3.36365
C 2.18791 -1.73117 1.27767
C 3.30334 -1.31919 2.20268
N 1.57359 -0.76408 0.57833
H -0.78162 -4.71263 -0.13063
H -0.68044 -3.96307 1.46353
H 0.29975 -5.38666 1.07644
H 0.54527 -2.71446 -0.38988
H 1.61505 -4.09606 -0.57506
H 3.63263 -3.77275 2.09467
H 2.54563 -4.96241 1.43315
H 1.96161 -3.31721 3.96508
H 2.48496 -4.99696 3.90981
H 0.90192 -4.55545 3.27535
H 4.25775 -1.69028 1.82102
H 3.17532 -1.71892 3.20703
H 3.37198 -0.23465 2.26664
H 2.03511 0.11646 0.81464
N 6.41253 -0.30428 -0.89591
C 5.53549 0.28271 -1.35036
C 4.36147 0.96743 -1.82682
C 4.39471 2.17081 -2.52184
C 3.18380 2.70611 -2.92401
C 2.00624 2.07367 -2.57712
N 1.95163 0.93220 -1.85320
C 3.14082 0.39075 -1.53346
H 5.33478 2.65793 -2.74818
H 3.14292 3.62045 -3.50038
H 1.07483 2.49332 -2.91394
H 3.13301 -0.55541 -1.01954
O -0.03208 -0.64811 6.96323
N 0.54240 0.27708 6.43965
O 1.19628 1.13441 6.98221
C 0.32805 0.44423 4.98295
C 1.02379 1.43720 4.31760
C 0.81355 1.58715 2.96390
C -0.15201 0.83388 2.28296
O -0.56612 1.15506 1.07608
C -0.68409 -0.26183 2.96694
C -0.49358 -0.44191 4.32672
N -1.34421 -1.29508 2.19123
O -1.06916 -1.38572 0.96483
O -2.05651 -2.08670 2.72334
N 1.68783 2.48403 2.18964
O 2.29259 3.33930 2.75977
O 1.80716 2.23057 0.97783
H 1.73773 2.05659 4.84860
H -0.94283 -1.27079 4.86103
N -2.82539 5.59888 -4.64077
C -1.74422 5.57325 -3.85256
S -0.62409 6.76101 -3.74845
C -1.50635 4.31197 -3.08479
C -1.74594 3.05056 -3.63439
C -1.37580 1.92231 -2.93775
N -0.80194 1.96931 -1.72230
C -0.61503 3.19439 -1.17071
C -0.94228 4.36081 -1.81213
H -2.99252 6.42382 -5.19729
H -3.55422 4.90638 -4.60219
H -2.16693 2.94136 -4.62562
H -1.52284 0.94544 -3.37939
H -0.15392 3.22056 -0.19382
H -0.73880 5.31698 -1.34935

(2)
Computed, not measured: 2 unconnected molecules or ions with the total composition C5H8N in a non-equilibrium geometry, with ωB97M-V/def2-TZVPD.

gap between HOMO and LUMO (spin up / spin down)	7.17 / 7.63	eV
highest occupied orbital energy (spin up / spin down)	-15.29 / -14.83	eV
total charge	+1
LUMO energy (spin up / spin down)	-8.121 / -7.197	eV
relative energy (zero: lowest compared OMol25 entry of this formula, charge and spin)	943.94	kJ/mol
molar mass	82.1	g mol⁻¹

Cartesian coordinates (Å):
C 3.65706 0.63677 -0.18669
C 2.91133 -0.21611 0.18922
C -0.83976 -1.52837 0.00407
C -0.86537 -0.07932 -0.46105
C -1.66009 0.97829 0.19534
N 0.24495 -0.62266 0.30341
H 4.43918 1.37945 -0.36907
H -1.67455 -1.92421 0.63590
H -0.67409 -2.33484 -0.86010
H -0.79986 0.17032 -1.60043
H -2.32400 0.72131 1.03017
H -2.21892 1.36986 -0.58009
H -0.94285 1.81050 0.53535
H 0.74696 -0.36099 1.16397

(3)
Computed, not measured: a molecular structure, C4H7Cl4MgO3 in a non-equilibrium geometry, with ωB97M-V/def2-TZVPD.

gap between HOMO and LUMO	6.35	eV
highest occupied orbital energy	-12.86	eV
total charge	+1
LUMO energy	-6.510	eV
relative energy (zero: lowest compared OMol25 entry of this formula, charge and spin)	0.00	kJ/mol
molar mass	269.2	g mol⁻¹

Cartesian coordinates (Å):
Mg 36.57311 30.78509 21.36795
Cl 35.33240 32.57086 20.67099
C 34.48605 36.51812 20.24076
Cl 34.08638 37.35385 21.74113
Cl 36.07066 37.08111 19.65653
Cl 33.25536 36.82904 19.02982
H 34.58098 35.45787 20.42032
C 40.87300 31.07812 21.22572
O 40.49321 32.05287 22.19873
C 39.24311 32.33607 22.34615
O 38.31692 31.77280 21.73858
O 39.08721 33.29315 23.19359
C 37.73918 33.79531 23.46039
H 40.25793 30.17816 21.27582
H 41.89465 30.78524 21.44093
H 40.83373 31.47959 20.21414
H 37.88120 34.73884 23.96714
H 37.22835 33.10214 24.13448
H 37.16138 33.87196 22.54413

(4)
Computed, not measured: a molecular structure, C37H33CsN5O3S2, with ωB97M-V/def2-TZVPD.

gap between HOMO and LUMO	6.02	eV
highest occupied orbital energy	-4.04	eV
total charge	-1
LUMO energy	1.981	eV
relative energy (zero: lowest compared OMol25 entry of this formula, charge and spin)	28.16	kJ/mol
molar mass	792.7	g mol⁻¹

Cartesian coordinates (Å):
Cs -1.15972 0.80137 -1.31112
C -2.43653 3.70449 0.65337
O -2.50555 2.31622 0.95028
C -3.63417 1.86295 1.55076
C -4.65438 2.69728 2.00034
C -5.78245 2.17020 2.61203
C -5.91369 0.80018 2.77254
C -4.90976 -0.03710 2.31011
C -3.76973 0.47179 1.69819
N -2.74424 -0.37397 1.15100
N -2.86529 -1.55794 1.54952
C -2.06622 -2.57910 1.07785
C -0.84710 -2.44123 0.34736
O -0.22925 -1.35724 0.15608
C -0.28660 -3.66733 -0.19620
C -0.79939 -4.88873 0.05758
C -1.94232 -5.05114 0.90009
C -2.44386 -6.33024 1.20809
C -3.53530 -6.48801 2.02071
C -4.15593 -5.34275 2.54896
C -3.69244 -4.08711 2.25316
C -2.56649 -3.89260 1.41408
H -3.25244 4.00254 -0.00919
H -1.48879 3.86266 0.14730
H -2.47116 4.29338 1.57330
H -4.57073 3.76768 1.88100
H -6.56114 2.84137 2.95230
H -6.79822 0.38288 3.23643
H -5.00193 -1.10933 2.39126
H 0.58573 -3.55040 -0.83005
H -0.34244 -5.77464 -0.37192
H -1.94201 -7.19504 0.78681
H -3.91378 -7.47483 2.25510
H -5.01486 -5.45107 3.20097
H -4.17973 -3.21982 2.67156
S -2.33208 3.39927 -6.25585
C -3.85386 3.38288 -5.48201
C -3.76478 2.94967 -4.19253
C -2.44788 2.59737 -3.72657
C -1.56609 2.79224 -4.75272
C -0.11751 2.58056 -4.78313
C 0.62871 2.80897 -5.95668
C 1.99415 2.63775 -5.95379
C 2.62206 2.21106 -4.78974
C 1.81657 1.96492 -3.69360
N 0.49782 2.15050 -3.66573
H -4.73569 3.69529 -6.02435
H -4.65269 2.88268 -3.57095
H 0.12480 3.13239 -6.85669
H 2.56921 2.83141 -6.85164
H 3.69212 2.06435 -4.73144
H 2.26460 1.60768 -2.76921
C 2.54357 -2.34030 1.81625
C 3.51220 -1.69002 0.83587
C 2.85149 -0.74853 -0.16969
N 2.07241 0.31496 0.46806
C 2.18133 1.63011 0.33361
S 1.01464 2.70617 0.84728
N 3.32405 2.14120 -0.30194
C 4.67651 1.93110 -0.09636
O 5.48285 2.40587 -0.86828
C 5.11143 1.23626 1.15227
C 4.41577 1.37047 2.34898
C 4.88659 0.73992 3.49171
C 6.04156 -0.02658 3.43768
C 6.74570 -0.14517 2.24520
C 6.28852 0.49716 1.10721
H 3.08006 -3.03073 2.46887
H 1.75046 -2.88907 1.31094
H 2.06484 -1.59181 2.45158
H 4.03316 -2.45675 0.25448
H 4.27664 -1.15314 1.39660
H 2.14253 -1.31123 -0.78046
H 3.59805 -0.30673 -0.82803
H 1.19408 -0.01918 0.85968
H 3.12986 2.96274 -0.85816
H 3.51470 1.96933 2.39640
H 4.34503 0.84404 4.42280
H 6.39731 -0.52953 4.32796
H 7.65072 -0.73739 2.20594
H 6.82639 0.43250 0.17051